18
Properties=species:S:1:pos:R:3:forces:R:3:mulliken_charge:R:1 method="wB97M-V/def2-TZVPD" charge=+1 e_above_lowest_kcal_mol=35.2 lumo_energy_ev="-4.033 / -9.059" orbital_gap_ev="9.3 / 4.3" multiplicity=2
C -1.77419 0.65303 0.32697 0.04 -0.28 0.08 -0.820
O -2.29462 -0.46643 1.00584 0.68 0.47 0.78 -0.497
C -0.55570 0.28258 -0.53273 0.53 -0.10 -0.79 0.157
C 0.51243 -0.21426 0.41579 0.02 -0.21 1.50 -0.929
C 1.70229 -0.86978 -0.26516 1.70 -0.28 -0.10 -0.511
S 2.43767 -2.21774 0.75269 -0.10 0.99 0.17 0.244
N -0.08009 1.33001 -1.46985 -0.78 0.71 1.19 -0.678
H -1.45621 1.33368 1.11266 0.00 0.32 -0.04 0.339
H -2.56297 1.12036 -0.26023 0.09 0.23 -0.25 0.404
H -2.73310 -1.00637 0.37446 -0.76 -0.85 -0.74 0.316
H -0.74662 -0.54522 -1.22490 -0.68 -0.20 0.36 0.252
H 0.06903 -0.89702 1.14960 -0.44 -0.31 -0.51 0.573
H 0.84768 0.55358 1.12678 0.28 0.32 -0.58 0.458
H 1.58974 -1.35664 -1.23290 -0.68 0.04 0.03 0.437
H 2.52789 -0.16123 -0.40069 -0.05 -0.01 0.02 0.386
H 3.01233 -1.45181 1.74939 -0.38 -0.35 -0.49 0.287
H 0.44593 2.05399 -0.97539 0.22 -0.29 0.12 0.279
H -0.94147 1.85926 -1.65233 0.33 -0.20 -0.75 0.303